1.
Molecular formula: C26H28N2O2S
Method: DFT, ωB97M-V/def2-TZVPD

Energy relative to the best compared isomer or geometry (same formula, charge and spin) (kJ/mol): 166.5
Total charge: 0
Lowest unoccupied orbital energy (Ha): 0.02262
Structure (SMILES): Cc1cc(CSc2ccccc2)ccc1NC(=O)c1ccc(CN2CCOCC2)cc1
Frontier orbital gap (eV): 8.7

```
59
Properties=species:S:1:pos:R:3:forces:R:3:mulliken_charge:R:1
C 2.206 3.986 0.678 -0.04 -0.06 -0.02 -1.8443
C 1.119 2.981 0.441 0.02 0.02 -0.22 0.9372
C 0.709 2.117 1.443 -0.13 -0.09 -0.09 -0.7310
C -0.294 1.178 1.231 -0.02 0.08 -0.07 -0.0694
C -0.706 0.242 2.317 -0.44 0.04 0.60 -1.0956
S -1.863 1.123 3.449 0.19 -0.04 -0.26 -0.2111
C -2.118 -0.031 4.764 0.09 0.13 -0.25 0.9228
C -1.716 -1.358 4.726 0.02 0.03 -0.04 -0.3917
C -1.970 -2.182 5.809 0.00 -0.10 0.09 -0.6284
C -2.625 -1.698 6.928 0.00 -0.09 0.05 -0.4960
C -3.033 -0.373 6.961 -0.03 0.01 0.04 -0.4674
C -2.781 0.457 5.888 0.04 -0.01 -0.10 -0.6613
C -0.929 1.137 -0.003 0.07 0.02 0.05 -0.6794
C -0.531 1.985 -1.015 -0.04 0.18 0.11 -0.1893
C 0.504 2.891 -0.811 -0.30 -0.30 0.43 -0.1512
N 0.929 3.718 -1.868 0.07 0.48 0.31 -0.0566
C 1.164 3.321 -3.150 0.11 0.04 -0.09 -0.0070
O 1.330 4.120 -4.046 -0.06 -0.01 -0.18 -0.6635
C 1.266 1.840 -3.327 0.17 -0.26 -0.32 -0.0097
C 2.168 1.113 -2.558 -0.01 0.02 -0.11 0.0965
C 2.270 -0.255 -2.715 0.00 0.03 -0.16 -0.6939
C 1.455 -0.930 -3.617 0.08 0.04 -0.11 1.4440
C 1.496 -2.439 -3.710 -0.05 -0.11 0.02 -1.9136
N 0.675 -3.178 -2.768 0.04 -0.01 -0.04 0.2644
C 1.086 -3.207 -1.379 -0.19 0.11 0.24 -1.2249
C 0.475 -2.083 -0.527 0.35 -0.04 -0.03 0.3714
O -0.932 -2.066 -0.644 -0.14 -0.19 0.10 -0.4423
C -1.315 -1.892 -1.994 -0.07 -0.05 -0.28 0.2428
C -0.762 -3.023 -2.872 -0.12 0.12 0.23 -1.1201
C 0.586 -0.191 -4.412 0.12 -0.07 0.04 -0.5585
C 0.502 1.184 -4.283 0.04 0.22 0.10 -0.5969
H 2.950 3.946 -0.117 0.08 0.05 -0.03 0.3427
H 2.698 3.802 1.629 0.04 0.03 0.06 0.4272
H 1.793 4.995 0.699 0.07 0.12 0.01 0.3589
H 1.185 2.170 2.412 0.07 0.01 0.13 0.3789
H 0.147 -0.071 2.920 0.01 -0.11 -0.09 0.7303
H -1.228 -0.620 1.901 0.14 -0.06 -0.01 0.4924
H -1.214 -1.765 3.862 0.04 -0.01 -0.08 0.3755
H -1.652 -3.214 5.772 0.02 -0.08 0.01 0.3638
H -2.818 -2.348 7.767 -0.02 -0.05 0.07 0.3637
H -3.547 0.014 7.828 -0.04 0.03 0.07 0.3707
H -3.092 1.491 5.904 -0.04 0.13 0.06 0.3620
H -1.729 0.433 -0.168 -0.07 -0.12 -0.02 0.5196
H -1.025 1.956 -1.974 -0.05 0.00 -0.05 0.6846
H 1.005 4.711 -1.690 0.01 -0.10 -0.18 0.2683
H 2.798 1.620 -1.841 0.03 0.07 0.10 0.4789
H 2.988 -0.807 -2.126 0.07 -0.07 0.06 0.3519
H 2.524 -2.783 -3.565 -0.03 0.03 -0.10 0.4479
H 1.173 -2.747 -4.709 0.11 0.05 0.00 0.4551
H 2.174 -3.171 -1.319 0.05 -0.04 0.03 0.4200
H 0.746 -4.165 -0.967 0.09 0.05 0.10 0.3704
H 0.691 -2.250 0.530 0.07 0.02 -0.02 0.5146
H 0.877 -1.103 -0.825 -0.06 -0.14 0.11 -0.2975
H -2.407 -1.901 -2.002 0.03 0.03 -0.07 0.5079
H -0.954 -0.918 -2.355 -0.09 -0.07 0.05 -0.2496
H -1.036 -2.856 -3.913 -0.05 -0.03 -0.06 0.4227
H -1.212 -3.966 -2.537 -0.11 0.07 -0.06 0.3448
H -0.030 -0.696 -5.142 -0.06 -0.07 -0.08 0.3625
H -0.169 1.754 -4.908 -0.06 0.07 -0.07 0.4556
```
Forces are in eV/Å.

=====

2.
Molecular formula: C29H27N4O3RhS4
Method: DFT, ωB97M-V/def2-TZVPD

Energy relative to the best compared isomer or geometry (same formula, charge and spin) (kJ/mol): 0.0
Total charge: 0
Lowest unoccupied orbital energy (Ha): -0.04859
Frontier orbital gap (eV): 6.4

```
68
Properties=species:S:1:pos:R:3:forces:R:3:mulliken_charge:R:1
Rh -0.084 0.253 -1.301 0.47 1.42 -0.02 0.1959
C -0.779 4.488 -0.529 0.06 -0.09 0.04 -1.8868
C -1.012 3.001 -0.562 -0.07 -0.10 0.28 1.5301
N -0.004 2.195 -0.704 0.46 0.00 -0.35 0.1410
N 1.277 2.771 -0.672 -0.27 -0.27 0.15 -0.3264
C 2.176 2.123 -1.317 -0.01 -0.09 -0.35 0.3226
S 1.909 0.690 -2.305 -0.02 0.02 0.40 -0.3007
S 3.837 2.717 -1.240 -0.12 -0.06 -0.06 -0.1094
C 3.874 3.463 0.421 0.00 0.02 -0.11 -1.3693
C 3.123 4.750 0.613 0.00 0.03 -0.02 0.8229
C 3.547 5.919 -0.010 -0.02 -0.02 -0.02 -0.3495
C 2.854 7.106 0.171 -0.03 0.01 0.00 -0.6198
C 1.727 7.138 0.982 0.00 0.00 0.00 -0.4584
C 1.302 5.977 1.612 0.12 0.03 0.06 -0.6829
C 1.997 4.791 1.426 0.07 0.11 0.16 -0.0768
C -2.392 2.511 -0.424 0.05 -0.04 -0.18 -0.2707
C -3.414 3.475 -0.286 0.03 -0.08 -0.05 -0.7710
C -4.738 3.142 -0.150 -0.01 -0.12 0.01 -1.0612
C -5.095 1.789 -0.163 -0.09 0.11 0.00 -0.4648
C -4.136 0.819 -0.283 0.15 0.02 0.08 -0.8080
C -2.765 1.137 -0.400 -0.13 0.34 0.22 0.8113
O -1.930 0.137 -0.460 -0.28 -0.39 -0.30 -0.4777
H 0.272 4.721 -0.641 -0.04 -0.02 -0.03 0.4243
H -1.128 4.908 0.415 -0.04 -0.01 -0.03 0.3999
H -1.341 4.954 -1.338 -0.01 0.01 -0.01 0.5014
H 4.946 3.620 0.557 -0.01 0.01 0.12 0.5089
H 3.544 2.701 1.125 0.01 0.02 0.02 0.3859
H 4.420 5.894 -0.652 0.01 0.00 -0.01 0.3801
H 3.195 8.009 -0.320 0.00 0.00 -0.01 0.3904
H 1.185 8.064 1.122 0.00 0.01 0.01 0.3998
H 0.427 5.994 2.248 0.00 0.01 0.02 0.5187
H 1.657 3.883 1.909 -0.01 -0.01 -0.02 0.2436
H -3.151 4.522 -0.287 -0.02 -0.01 0.00 0.3098
H -5.488 3.912 -0.041 -0.01 0.01 -0.02 0.3865
H -6.137 1.504 -0.087 0.00 0.00 0.02 0.4217
H -4.395 -0.232 -0.298 -0.02 -0.01 0.00 0.3925
C -2.913 -3.375 0.485 0.02 -0.06 -0.02 -1.5083
C -1.518 -3.191 0.975 0.18 0.04 -0.04 1.1575
C -0.798 -4.102 1.705 0.08 -0.04 -0.02 -0.9315
C 0.515 -3.776 2.066 -0.01 -0.06 0.00 0.8533
N 1.066 -2.599 1.769 -0.01 0.23 0.15 -0.4262
C 0.342 -1.721 1.096 -0.57 -0.28 -0.02 0.0917
S 0.923 -0.143 0.728 0.15 -0.29 -0.62 -0.1425
N -0.920 -2.022 0.693 0.31 -0.31 0.17 0.4985
C 1.371 -4.751 2.803 -0.04 0.04 0.05 -1.3595
H -3.171 -4.431 0.464 -0.01 0.00 0.02 0.4204
H -3.021 -2.956 -0.515 0.02 0.03 -0.03 0.3444
H -3.608 -2.858 1.150 0.00 0.01 -0.01 0.3325
H -1.224 -5.059 1.964 0.01 -0.04 -0.03 0.4856
H -1.413 -1.313 0.133 -0.39 0.18 0.10 0.1146
H 1.146 -5.773 2.505 0.05 -0.03 -0.01 0.3460
H 1.182 -4.651 3.875 -0.01 -0.01 0.01 0.3834
H 2.419 -4.530 2.623 0.00 -0.04 -0.02 0.3312
O 1.014 -8.078 -1.129 -0.02 0.01 0.00 -0.4813
C 1.508 -6.930 -0.608 0.04 0.00 0.00 0.6521
O 2.295 -6.983 0.298 -0.04 0.02 0.00 -0.5546
C 1.015 -5.654 -1.198 0.03 0.01 0.09 0.8481
C 1.784 -4.503 -1.021 -0.01 -0.04 -0.04 -0.7409
C 1.343 -3.280 -1.487 -0.08 0.04 0.04 -0.3180
C 0.092 -3.160 -2.108 0.22 0.18 -0.01 0.1864
S -0.534 -1.618 -2.671 -0.08 -0.47 0.32 -0.3650
C -0.667 -4.318 -2.296 -0.04 -0.03 -0.05 -0.8874
C -0.208 -5.547 -1.854 -0.08 0.03 -0.05 -0.7721
H 0.483 -7.887 -1.911 0.03 0.00 -0.01 0.3251
H 2.741 -4.589 -0.523 -0.01 0.01 0.04 0.4485
H 1.952 -2.393 -1.362 0.02 -0.01 0.01 0.5083
H -1.626 -4.242 -2.793 -0.02 -0.01 0.03 0.4391
H -0.850 -6.412 -1.989 0.00 0.00 0.01 0.2667
```
Forces are in eV/Å.

=====

3.
Molecular formula: C2H12NO3
Method: DFT, ωB97M-V/def2-TZVPD

Energy relative to the best compared isomer or geometry (same formula, charge and spin) (kJ/mol): 736.2
Total charge: +1
Lowest unoccupied orbital energy (Ha): -0.36422
Frontier orbital gap (eV): 4.5

```
18
Properties=species:S:1:pos:R:3:forces:R:3:mulliken_charge:R:1
C 1.521 -1.154 1.067 6.58 3.04 0.31 0.2715
C 0.264 -1.647 1.010 -4.20 -0.44 -0.38 -0.2641
N 1.873 0.173 0.957 -2.91 -4.00 -0.01 -0.0329
H 2.406 -1.845 1.259 -1.36 0.82 -0.32 0.3532
H 0.045 -2.716 1.166 0.48 0.47 -0.14 0.2716
H -0.645 -1.026 0.858 0.50 0.09 0.05 0.2923
H -5.469 -0.131 -9.290 0.07 0.02 0.18 0.0057
H 1.108 0.870 0.462 -1.28 1.53 -0.39 0.2850
H 2.848 0.417 0.992 0.72 -0.08 0.03 0.3146
H 0.168 2.464 -0.539 0.02 -1.60 0.68 0.2343
H -5.218 -0.070 -8.589 -0.07 -0.02 -0.18 -0.0057
O 0.059 1.529 -0.192 1.69 0.98 -0.02 -0.8558
H -0.167 0.398 -1.355 -0.14 0.02 -0.06 0.4085
H -0.447 -0.226 -2.725 -0.01 -0.21 -0.44 0.3334
O -0.201 -0.455 -1.831 0.05 -0.32 0.50 -0.6400
H -2.400 1.346 1.871 -0.08 0.24 -0.04 0.3182
H -1.127 1.291 0.872 -1.01 -0.27 0.75 0.3985
O -1.723 0.780 1.504 0.94 -0.28 -0.52 -0.6881
```
Forces are in eV/Å.

=====

4.
Molecular formula: C4H11N3O
Method: DFT, ωB97M-V/def2-TZVPD

Energy relative to the best compared isomer or geometry (same formula, charge and spin) (kJ/mol): 815.2
Total charge: 0
Lowest unoccupied orbital energy (alpha / beta) (Ha): 0.00712 / 0.00699
Frontier orbital gap (alpha / beta) (eV): 7.8 / 7.8

```
19
Properties=species:S:1:pos:R:3:forces:R:3:mulliken_charge:R:1
C -0.275 1.382 -0.210 1.02 0.17 -1.27 -0.2067
C -0.932 -1.044 0.916 0.19 0.27 0.06 -0.8369
C 1.592 -1.150 -0.506 -0.20 -0.11 -0.33 -0.8059
C -0.577 1.151 -1.659 -0.06 0.22 -0.04 -0.9837
N 0.141 -0.037 1.032 0.64 -0.91 2.02 0.8883
N 1.220 0.115 0.079 -1.44 0.88 0.45 -0.7661
N 0.499 0.383 2.313 -1.00 0.01 -0.57 -0.2682
O -0.466 0.528 3.054 0.68 -0.33 -0.45 -0.4397
H -1.184 1.554 0.378 0.05 -0.50 0.14 0.3775
H 0.442 2.161 0.013 0.00 0.00 -0.08 0.3241
H -0.532 -2.034 1.131 -0.01 0.00 0.00 0.3461
H -1.355 -1.043 -0.085 0.05 0.08 -0.03 0.2498
H -1.711 -0.799 1.635 0.10 0.04 -0.01 0.3161
H 1.932 -1.863 0.264 -0.06 0.18 0.00 0.3254
H 2.429 -0.958 -1.180 -0.04 -0.02 0.05 0.3160
H 0.805 -1.656 -1.091 0.02 0.04 0.04 0.2534
H -1.103 0.208 -1.822 0.03 0.03 0.02 0.2451
H 0.326 1.154 -2.265 -0.01 0.01 0.03 0.2822
H -1.252 1.948 -1.998 0.04 -0.07 -0.01 0.3833
```
Forces are in eV/Å.

=====

5.
Molecular formula: C4H11Br2N2
Method: DFT, ωB97M-V/def2-TZVPD

Energy relative to the best compared isomer or geometry (same formula, charge and spin) (kJ/mol): 93.7
Total charge: +1
Lowest unoccupied orbital energy (Ha): -0.13769
Frontier orbital gap (eV): 10.1

```
19
Properties=species:S:1:pos:R:3:forces:R:3:mulliken_charge:R:1
C -0.697 2.870 1.253 1.83 -2.15 0.69 -1.4313
C -0.759 1.784 0.182 0.39 0.19 0.69 -0.2509
C 0.667 1.090 -0.002 -1.16 -0.17 0.22 -0.2720
C 0.509 -0.292 -0.580 -1.91 -1.74 -0.29 0.4723
N 0.342 -3.548 -0.966 2.20 1.21 -0.82 -0.4425
N -0.400 -1.180 -0.286 2.77 1.76 -1.85 -0.6749
Br 1.518 0.520 1.718 -0.17 0.52 -0.12 -0.0534
Br 1.874 -0.741 -2.011 -1.17 0.19 1.32 -0.1701
H -0.689 2.296 2.161 -0.08 0.22 0.90 0.3759
H -1.544 3.446 1.233 -2.05 1.54 -0.08 0.4432
H 0.194 3.488 1.302 0.11 0.07 -0.54 0.3254
H -1.173 2.286 -0.668 0.73 -0.03 -1.45 0.3374
H -1.632 1.120 0.423 1.30 -0.04 0.14 0.1940
H 1.457 1.719 -0.470 -0.94 -0.52 0.14 0.5641
H 0.355 -3.864 -0.029 0.34 -0.94 1.25 0.3529
H 1.248 -2.941 -1.128 -1.71 -1.74 -0.07 0.2574
H -0.346 -2.780 -0.900 -0.61 0.63 -0.51 0.4323
H 0.185 -4.308 -1.625 0.13 0.20 -0.09 0.3493
H -1.109 -0.966 0.393 -0.01 0.79 0.47 0.1910
```
Forces are in eV/Å.

=====

6.
Molecular formula: C11H18F6N5O3W
Method: DFT, ωB97M-V/def2-TZVPD

Energy relative to the best compared isomer or geometry (same formula, charge and spin) (kJ/mol): 4.5
Total charge: +3
Lowest unoccupied orbital energy (alpha / beta) (Ha): -0.39970 / -0.40087
Frontier orbital gap (alpha / beta) (eV): 7.8 / 7.8

```
44
Properties=species:S:1:pos:R:3:forces:R:3:mulliken_charge:R:1
W 0.203 1.674 -0.898 0.06 0.76 -0.41 1.7272
N 1.494 1.402 0.847 0.05 0.02 0.08 -0.5922
C 1.594 -0.077 1.087 -0.01 -0.14 0.13 0.0581
C 2.166 -0.519 2.436 -0.03 0.04 0.00 -0.8612
C 1.358 -0.094 3.669 0.03 -0.04 -0.01 -0.7710
C 1.861 -0.730 4.971 -0.04 0.07 -0.04 -1.0499
N 1.406 -2.112 5.113 0.06 -0.06 0.00 -0.0949
C 1.381 -2.781 6.277 0.00 0.04 -0.05 0.7434
N 1.871 -2.228 7.379 0.00 0.00 0.04 -0.3251
N 0.841 -3.993 6.324 0.02 -0.05 0.02 -0.3751
C 0.208 -0.658 0.830 -0.05 0.22 -0.07 0.4324
O -0.321 -1.589 1.288 0.03 -0.05 0.01 -0.3694
O -0.441 0.155 -0.182 -0.15 -0.60 0.45 -0.6985
H 2.429 1.774 0.663 -0.01 -0.02 -0.02 0.4131
H 1.180 1.869 1.698 0.00 0.01 -0.02 0.3309
H 2.224 -0.476 0.286 0.01 0.02 0.00 0.3178
H 3.191 -0.147 2.510 0.01 -0.01 0.01 0.4278
H 2.247 -1.607 2.377 -0.01 0.00 -0.02 0.4370
H 0.298 -0.335 3.551 0.00 0.01 0.01 0.3930
H 1.434 0.987 3.812 -0.01 0.00 0.00 0.4091
H 1.455 -0.157 5.805 0.02 0.00 0.00 0.5939
H 2.953 -0.674 5.011 0.00 0.00 0.03 0.3953
H 1.240 -2.655 4.280 -0.05 0.01 0.01 0.1782
H 2.451 -1.407 7.351 0.00 -0.01 -0.01 0.2062
H 1.773 -2.683 8.273 -0.01 0.00 0.00 0.2254
H 0.334 -4.380 5.546 -0.02 0.03 0.00 0.2054
H 0.905 -4.562 7.153 0.01 0.00 0.00 0.2165
N -1.722 4.149 0.165 -0.04 -0.09 0.03 -0.1202
C -1.060 3.270 -0.150 0.21 -0.09 -0.11 0.3154
H -2.341 4.908 0.420 0.01 0.02 -0.01 0.3211
C 2.679 1.361 -4.274 0.01 -0.02 0.01 -1.5447
C 1.513 1.800 -3.420 -0.07 0.05 -0.08 0.5230
O 1.696 1.510 -2.029 -0.01 -0.06 0.21 -0.5292
C 0.231 1.016 -3.774 0.04 0.01 -0.07 0.6756
F -0.257 1.144 -4.954 0.02 0.06 0.03 -0.1753
F 0.326 -0.239 -3.406 -0.04 0.00 -0.21 -0.1892
F -0.787 1.566 -2.841 -0.04 -0.11 0.06 -0.3667
C 1.276 3.331 -3.468 0.01 0.01 0.05 0.9255
F 2.390 4.004 -3.377 -0.04 -0.01 0.00 -0.2114
F 0.538 3.651 -2.283 0.02 0.00 -0.06 -0.2876
F 0.551 3.731 -4.476 0.02 -0.01 0.02 -0.1917
H 2.808 0.282 -4.197 0.00 0.00 -0.01 0.4230
H 3.588 1.858 -3.943 -0.01 0.00 0.02 0.4246
H 2.497 1.623 -5.318 -0.01 0.01 0.00 0.4340
```
Forces are in eV/Å.